The following is a quantum chemistry calculation of a structure of composition C37H33GeInN5O4, from the OMol25 dataset.

Computed properties:
HOMO-LUMO gap	8.26	eV
charge	+1
energy relative to the best compared isomer or geometry (same formula, charge and spin)	24.6	kJ/mol
E_tot	-4271.399534	hartree
largest force on an atom	3.56	eV/Å

Element x y z (Å)
In1 -8.65 2.64 20.57
O1 -11.91 3.46 23.24
C1 -10.89 3.44 22.60
N1 -10.64 2.60 21.62
C2 -11.74 2.20 20.88
O2 -12.90 2.57 21.00
C3 -11.39 1.20 19.78
C4 -12.33 0.34 19.33
C5 -12.05 -0.65 18.36
C6 -10.71 -0.66 17.87
C7 -9.87 0.34 18.38
N2 -10.16 1.24 19.33
C8 -9.78 4.38 22.93
C9 -9.97 5.37 23.86
C10 -8.91 6.22 24.13
C11 -7.63 6.02 23.60
C12 -7.60 5.01 22.66
N3 -8.62 4.21 22.30
H1 -13.28 0.33 19.75
H2 -12.81 -1.27 17.94
H3 -10.35 -1.36 17.16
H4 -8.80 0.38 17.97
H5 -10.93 5.49 24.31
H6 -9.10 7.04 24.80
H7 -6.70 6.43 23.95
H8 -6.66 4.77 22.24
C13 -4.97 0.06 23.85
N4 -6.18 0.08 23.06
C14 -7.43 -0.35 23.59
C15 -8.37 0.15 22.74
N5 -7.72 0.95 21.78
C16 -6.43 0.95 22.02
H9 -4.97 -0.74 24.54
H10 -4.91 1.02 24.47
H11 -4.11 0.03 23.20
H12 -7.41 -1.06 24.42
H13 -9.41 0.01 22.65
H14 -5.63 1.40 21.46
O3 -6.92 2.40 19.27
C17 -7.23 3.45 18.60
O4 -8.21 4.10 19.05
C18 -6.58 3.75 17.29
C19 -5.46 2.76 16.87
Ge1 -3.70 3.40 17.23
C20 -2.41 2.19 16.43
C21 -1.25 2.65 15.82
C22 -0.31 1.79 15.27
C23 -0.50 0.40 15.36
C24 -1.65 -0.09 15.96
C25 -2.54 0.81 16.50
C26 -3.50 5.23 16.47
C27 -2.40 5.94 16.83
C28 -2.16 7.24 16.35
C29 -2.95 7.77 15.36
C30 -4.01 6.97 14.86
C31 -4.27 5.75 15.38
C32 -3.35 3.78 19.12
C33 -2.72 2.72 19.84
C34 -2.48 2.87 21.19
C35 -2.81 4.06 21.85
C36 -3.46 5.11 21.16
C37 -3.77 4.94 19.73
H15 -6.21 4.78 17.26
H16 -7.43 3.70 16.61
H17 -5.59 2.71 15.79
H18 -5.59 1.76 17.31
H19 -1.08 3.71 15.67
H20 0.52 2.24 14.72
H21 0.27 -0.19 14.80
H22 -1.86 -1.12 16.05
H23 -3.41 0.37 17.00
H24 -1.82 5.67 17.66
H25 -1.39 7.84 16.76
H26 -2.96 8.77 14.87
H27 -4.63 7.40 14.09
H28 -5.16 5.25 14.96
H29 -2.47 1.91 19.20
H30 -2.09 2.05 21.73
H31 -2.54 4.25 22.88
H32 -3.79 5.98 21.71
H33 -4.41 5.76 19.36